Below is a 2-piece molecular cluster, C4H11N2 overall at a distorted geometry, with properties calculated with ωB97M-V with the def2-TZVPD basis set.

Each line ends with the Löwdin charge.
Atoms and positions in Å:
1 C 2.1972 -0.2329 0.0700  -0.064
2 C 1.3936 -1.4683 0.0579  -0.041
3 C 0.7402 -0.0844 -0.0758  -0.101
4 C -0.3449 2.1430 -0.1208  0.016
5 N -2.1856 -0.9905 0.0366  -0.021
6 N -0.3318 0.6655 -0.2736  0.086
7 H 2.5403 0.1961 1.0204  0.137
8 H 2.9888 -0.0199 -0.7072  0.158
9 H 1.2858 -1.9580 -0.9151  0.127
10 H 1.1391 -2.1657 0.9026  0.144
11 H -0.9773 2.4643 0.5981  0.064
12 H 0.5746 2.5646 0.1430  0.087
13 H -0.7983 2.6663 -0.9267  0.099
14 H -3.0811 -1.3899 -0.4163  0.094
15 H -2.4344 -1.0446 1.0837  0.093
16 H -1.4112 -1.7173 -0.1252  0.067
17 H -1.2951 0.3717 -0.3516  0.057

charge: +1
molecular weight: 87.15 g mol⁻¹
HOMO level: -14.8231 eV
energy above the lowest of the compared OMol25 structures with the same formula, charge and spin: 3.509 eV